No. 1
Formula: C8H13ClN5OS
Source: the OMol25 dataset
Level of theory: ωB97M-V/def2-TZVPD

CARTESIAN COORDINATES (ANGSTROEM)
1 C 4.4957 0.3775 -1.2693
2 C 3.9002 -1.0037 -0.5706
3 C 2.2407 -1.1135 -0.7462
4 Cl 1.8418 -2.7206 -1.5853
5 N 1.5043 -0.8900 0.5570
6 C 0.1423 -0.5789 0.5862
7 N -0.6416 -0.4928 -0.7253
8 C -2.0497 -0.1896 -0.1820
9 C -3.3154 -0.0420 -1.2135
10 O -4.1719 1.1333 -0.9879
11 C -3.3966 2.3364 -0.6486
12 N -2.0266 -0.0759 1.3260
13 N -0.7520 -0.3146 1.8112
14 N -0.3449 -0.3220 3.1356
15 C -1.4034 -0.6760 3.9806
16 S -2.9706 -0.5216 4.7085
17 H 5.5483 0.6903 -0.8083
18 H 4.6919 0.2186 -2.4204
19 H 3.7709 1.2998 -1.1756
20 H 4.3617 -1.8966 -1.1920
21 H 4.2317 -1.1425 0.5432
22 H 1.9519 -0.2096 -1.4676
23 H 1.9710 -0.9628 1.4984
24 H -2.8920 -0.1322 -2.3115
25 H -4.0012 -1.0044 -1.0459
26 H -4.1098 3.2686 -0.8614
27 H -2.4102 2.4839 -1.2600
28 H -3.2392 2.3251 0.5259
29 H -2.9272 0.1561 1.7990

## Properties
Gap between HOMO and LUMO, eV: 7.3
SMILES string: CC[C@@H](Cl)Nc1nc(COC)[nH+]n1N=C=S
Charge: +1
HOMO energy, eV: -12.77

=====

No. 2
Formula: C3H8N2O
Source: the OMol25 dataset
Level of theory: ωB97M-V/def2-TZVPD

CARTESIAN COORDINATES (ANGSTROEM)
1 N 1.0512 -0.6264 -0.8216
2 C 0.1969 0.4349 -0.2669
3 C 0.7663 1.0547 1.0033
4 C -1.2138 -0.0892 -0.0206
5 N -1.5452 -1.2548 -0.6201
6 O -2.0207 0.5597 0.6171
7 H 1.9050 -0.2146 -1.1839
8 H 1.4065 -1.1938 -0.0547
9 H 0.0644 1.1849 -1.0455
10 H 0.8782 0.2708 1.7575
11 H 0.1489 1.8425 1.4197
12 H 1.7555 1.4625 0.8010
13 H -2.5077 -1.5389 -0.5601
14 H -0.8856 -1.8925 -1.0253

## Properties
Gap between HOMO and LUMO, eV: 10.4
SMILES string: C[C@@H](N)C(N)=O
HOMO energy, eV: -9.51
Energy above the lowest of the compared OMol25 structures with the same formula, charge and spin, eV: 0.2156

=====

No. 3
Formula: C44H39GeHfN8O4PS
Source: the OMol25 dataset
Level of theory: ωB97M-V/def2-TZVPD

CARTESIAN COORDINATES (ANGSTROEM)
1 Hf -4.7079 4.2396 22.0555
2 O -3.5363 7.4595 23.9936
3 S -4.5683 6.5940 23.5546
4 O -4.8302 6.4848 22.0127
5 O -4.4403 5.0925 23.9969
6 C -6.0722 7.2333 24.2734
7 C -5.9844 8.5165 24.7955
8 C -7.0775 9.1512 25.3504
9 C -8.3005 8.5339 25.3047
10 C -8.3975 7.1954 24.8931
11 C -7.3136 6.5342 24.3318
12 P -7.4260 4.8972 23.5260
13 C -7.7077 3.8702 25.0240
14 C -6.6822 3.3808 25.8113
15 C -6.9665 2.5754 26.9693
16 C -8.2983 2.1971 27.2349
17 C -9.3063 2.6970 26.4223
18 C -9.0209 3.5703 25.3860
19 C -8.9112 4.7034 22.4747
20 C -9.5739 3.4884 22.3366
21 C -10.5926 3.3212 21.4080
22 C -11.0971 4.3470 20.6340
23 C -10.5018 5.6094 20.8098
24 C -9.3988 5.7549 21.7027
25 H -5.0044 8.9628 24.8626
26 H -6.9740 10.1775 25.6417
27 H -9.2260 9.0768 25.5888
28 H -9.3368 6.6523 24.9285
29 H -5.6109 3.6628 25.5946
30 H -6.1631 2.2022 27.5900
31 H -8.5509 1.5078 28.0572
32 H -10.3690 2.4613 26.5737
33 H -9.8336 4.0671 24.8884
34 H -9.3020 2.6271 22.9563
35 H -10.9436 2.3100 21.3071
36 H -12.0031 4.1754 20.0245
37 H -10.8955 6.4610 20.2410
38 H -8.9058 6.7111 21.7622
39 N -6.3636 1.5079 23.0191
40 C -5.1243 1.1282 22.6313
41 N -4.8543 -0.1870 22.4650
42 C -3.5685 -0.4092 22.1422
43 N -3.2672 -1.7055 21.9232
44 N -2.5777 0.5104 21.9818
45 C -2.9519 1.7496 22.0557
46 N -4.2638 2.1382 22.3108
47 C -2.0471 2.8290 21.7303
48 C -0.8392 2.6732 21.0469
49 C -0.1052 3.7483 20.7057
50 C -0.6346 5.0385 20.9328
51 C -1.8040 5.1948 21.6308
52 N -2.5265 4.0759 22.0692
53 H -6.9361 0.6875 23.1262
54 H -6.4169 2.2243 23.7504
55 H -3.9895 -2.3868 22.1451
56 H -2.2912 -1.9221 21.7707
57 H -0.5268 1.6611 20.8317
58 H 0.8204 3.6767 20.1783
59 H -0.1879 5.9382 20.5293
60 H -2.2558 6.1490 21.8270
61 Ge -1.6835 1.6099 26.2917
62 C -1.2227 3.1707 27.3479
63 C -0.2058 3.0302 28.2840
64 C 0.3668 4.1907 28.8262
65 C 0.0131 5.4621 28.3053
66 C -1.0187 5.5824 27.4166
67 C -1.7600 4.4222 27.0272
68 C -0.0359 0.6237 25.7189
69 C -0.1565 -0.7363 25.4540
70 C 0.9876 -1.4983 25.4416
71 C 2.2521 -0.9092 25.4917
72 C 2.3901 0.4377 25.6954
73 C 1.2338 1.2065 25.8672
74 H -2.2892 0.6139 27.2546
75 H 0.1954 2.0528 28.5903
76 H 1.0704 4.1234 29.6734
77 H 0.4545 6.3565 28.7722
78 H -1.3339 6.5698 27.0759
79 H -2.6502 4.4797 26.3470
80 H -1.1206 -1.1174 25.2371
81 H 0.8886 -2.5807 25.3688
82 H 3.1795 -1.5529 25.4304
83 H 3.3632 0.8946 25.8928
84 H 1.3601 2.3095 26.0429
85 N -6.7412 8.1629 17.1508
86 C -7.1773 7.2100 18.0098
87 O -8.3215 7.1288 18.4224
88 C -6.1388 6.2337 18.5013
89 C -4.7687 6.4377 18.5297
90 C -3.9542 5.5907 19.2847
91 N -4.4842 4.5422 19.9821
92 C -5.8336 4.2258 19.7997
93 C -6.6569 5.0825 19.1239
94 H -7.3905 8.8648 16.8831
95 H -5.8038 8.1605 16.7406
96 H -4.3035 7.3565 18.1848
97 H -2.9029 5.7034 19.2851
98 H -6.1503 3.2038 20.0531
99 H -7.7087 4.8547 19.1207

## Properties
Gap between HOMO and LUMO, eV: 5.3
Charge: +4
HOMO energy, eV: -17.61
Energy above the lowest of the compared OMol25 structures with the same formula, charge and spin, eV: 0.3474

=====

No. 4
Formula: C5H35N2O11
Source: the OMol25 dataset
Level of theory: ωB97M-V/def2-TZVPD

CARTESIAN COORDINATES (ANGSTROEM)
1 C 3.3053 0.4800 1.4613
2 C 3.1003 1.0344 0.0373
3 C 1.6947 1.6877 0.1002
4 C 0.5375 0.7562 0.0151
5 C 0.4971 -0.5196 -0.3687
6 N -0.5484 -1.3169 -0.7292
7 N -0.7154 1.6573 0.2894
8 H 2.6400 0.8809 2.2478
9 H 4.2863 0.7531 1.8627
10 H 3.1368 -0.5764 1.4957
11 H 3.7619 1.8494 -0.3631
12 H 3.0504 0.1712 -0.6140
13 H 1.5632 2.2659 -0.8258
14 H 1.6971 2.3254 0.9991
15 H 1.3991 -1.1610 -0.4374
16 H -0.1528 -2.1102 -1.1989
17 H -1.5405 -1.2156 -0.7299
18 H -1.5979 1.2714 -0.0682
19 H -0.6120 1.8290 1.3098
20 H -0.6982 2.5713 -0.1935
21 H -0.0557 2.7643 3.5572
22 H 0.5454 1.3075 3.3675
23 O 0.2471 2.1137 2.9112
24 H -1.3354 3.8939 -1.9102
25 H 0.0632 3.9998 -1.5584
26 O -0.7962 4.0367 -1.1199
27 H -0.5052 -0.8249 -3.7284
28 H -0.7877 0.1593 -4.9390
29 O -0.9610 -0.0074 -4.0060
30 H -0.8419 -4.6808 -0.1092
31 H -1.9424 -4.1232 0.5270
32 O -1.0032 -3.8909 0.4321
33 H -4.7421 0.2229 -0.2520
34 H -3.7987 -0.4004 -1.3298
35 O -3.8258 0.0935 -0.5092
36 H 3.0669 -0.7056 -3.2570
37 H 2.2898 0.5424 -2.7570
38 O 2.1911 -0.3478 -3.0957
39 H 1.0177 -1.7456 -2.8892
40 H 0.5352 -2.8614 -3.8145
41 O 0.2243 -2.3012 -3.0971
42 H 0.7020 -0.9601 4.5209
43 H -0.1756 0.0368 5.0418
44 O 0.1956 -0.2030 4.1722
45 H -0.7716 -3.5543 2.3674
46 H 0.1068 -2.4603 1.8536
47 O -0.3883 -2.7207 2.6390
48 H -2.0777 -1.9532 4.2076
49 H -2.1610 -1.1172 2.9520
50 O -2.6056 -1.8592 3.4053
51 H -1.8818 1.1823 -2.9062
52 H -3.1455 1.7594 -2.5325
53 O -2.1870 1.9710 -2.4331

## Properties
Gap between HOMO and LUMO, eV: 8.6
Charge: +1
HOMO energy, eV: -10.92
Energy above the lowest of the compared OMol25 structures with the same formula, charge and spin, eV: 3.4727

=====

No. 5
Formula: C39H47AuIN6
Source: the OMol25 dataset
Level of theory: ωB97M-V/def2-TZVPD

CARTESIAN COORDINATES (ANGSTROEM)
1 Au -0.2059 -0.0612 -0.2621
2 C 4.4070 3.6054 -1.8428
3 C 3.8509 2.6902 -2.9403
4 C 2.4678 2.2387 -2.6121
5 C 1.2707 2.7009 -3.1364
6 C 1.0770 3.7069 -4.2146
7 C 0.8189 5.1149 -3.6715
8 C 0.2352 1.9923 -2.4509
9 N 0.7822 1.1048 -1.5572
10 C 2.1324 1.2344 -1.6691
11 C 3.0853 0.4234 -1.0113
12 C 2.7971 -0.5766 -0.1384
13 C 3.7818 -1.3833 0.5582
14 C 5.2545 -1.3339 0.3525
15 C 5.6883 -2.2858 -0.7670
16 C 3.0947 -2.1857 1.4160
17 C 1.6989 -1.8598 1.2640
18 C 0.6983 -2.3678 2.0703
19 C -0.6467 -2.0415 1.9798
20 N -1.2071 -1.2326 1.0217
21 C -2.5551 -1.3291 1.1872
22 C -3.5130 -0.6941 0.3670
23 C -3.2188 0.1773 -0.6316
24 N -1.9578 0.6269 -0.9766
25 C -2.1287 1.4919 -2.0151
26 C -1.1206 2.1564 -2.6884
27 C -3.5311 1.6221 -2.3391
28 C -4.2090 0.7966 -1.4948
29 C -5.6705 0.5171 -1.4313
30 C -5.9880 -0.8943 -1.9371
31 C -4.0863 2.4829 -3.4224
32 C -4.0347 1.7570 -4.7685
33 C -2.8758 -2.1807 2.2719
34 C -1.6682 -2.6027 2.8033
35 C -1.4499 -3.5022 3.9689
36 C -1.3659 -4.9753 3.5486
37 C -4.2453 -2.5495 2.7311
38 C -4.8932 -1.4610 3.5861
39 N 1.5313 -0.9231 0.2926
40 C 3.6555 -3.1609 2.3955
41 C 3.9026 -2.5035 3.7571
42 H 5.3924 3.9713 -2.1207
43 H 3.7551 4.4650 -1.7002
44 H 4.4893 3.0710 -0.8977
45 H 3.8465 3.2338 -3.8861
46 H 4.5084 1.8259 -3.0640
47 H 1.9695 3.7316 -4.8405
48 H 0.2398 3.4039 -4.8451
49 H 1.6856 5.4891 -3.1347
50 H 0.6056 5.7978 -4.4881
51 H -0.0314 5.1178 -2.9966
52 H 4.1175 0.6284 -1.2441
53 H 5.5729 -0.3199 0.1085
54 H 5.7545 -1.6277 1.2763
55 H 5.2087 -2.0260 -1.7068
56 H 6.7651 -2.2317 -0.8988
57 H 5.4201 -3.3108 -0.5241
58 H 0.9712 -3.0771 2.8336
59 H -4.5484 -0.9279 0.5562
60 H -1.4087 2.8328 -3.4777
61 H -6.0181 0.6283 -0.4006
62 H -6.2101 1.2422 -2.0427
63 H -5.4630 -1.6435 -1.3512
64 H -7.0545 -1.0887 -1.8678
65 H -5.6815 -1.0001 -2.9746
66 H -5.1218 2.7358 -3.1872
67 H -3.5297 3.4202 -3.4829
68 H -4.6254 0.8455 -4.7267
69 H -4.4330 2.3925 -5.5534
70 H -3.0110 1.4910 -5.0203
71 H -0.5306 -3.2270 4.4919
72 H -2.2757 -3.3840 4.6727
73 H -0.5091 -5.1440 2.8980
74 H -1.2620 -5.5972 4.4344
75 H -2.2699 -5.2739 3.0216
76 H -4.8731 -2.7536 1.8624
77 H -4.1841 -3.4684 3.3123
78 H -4.9109 -0.5129 3.0579
79 H -5.9155 -1.7318 3.8297
80 H -4.3490 -1.3226 4.5160
81 H 2.9797 -4.0080 2.5152
82 H 4.5993 -3.5435 2.0080
83 H 2.9702 -2.1368 4.1819
84 H 4.3346 -3.2213 4.4499
85 H 4.5916 -1.6683 3.6539
86 I 4.4816 2.8536 3.2057
87 C 2.6302 1.9570 2.8478
88 C 1.9587 1.0904 3.6826
89 N 0.8335 0.7485 3.0338
90 N 0.7375 1.3354 1.8403
91 C 1.8217 2.0774 1.7085
92 H 2.2116 0.7285 4.6572
93 H 0.1085 0.1237 3.3481
94 H 1.9966 2.6730 0.8351

## Properties
Gap between HOMO and LUMO (alpha / beta), eV: 4.6 / 4.8
Charge: +1
Spin multiplicity: 3
HOMO energy (alpha / beta), eV: -8.14 / -10.35

=====

No. 6
Formula: C4H16BrO4
Source: the OMol25 dataset
Level of theory: ωB97M-V/def2-TZVPD

CARTESIAN COORDINATES (ANGSTROEM)
1 Br 0.0137 0.5110 -0.9750
2 C -3.2092 2.8635 -1.9487
3 O -1.8112 3.1449 -2.1364
4 H -3.4275 1.8831 -2.3855
5 H -3.4334 2.8917 -0.8815
6 H -3.7971 3.5901 -2.5077
7 H -1.3671 2.4085 -1.6774
8 C 2.8705 -0.4293 2.1711
9 O 2.3811 0.7072 1.5015
10 H 2.9822 -1.2646 1.4748
11 H 3.8748 -0.1710 2.5201
12 H 2.2937 -0.7163 3.0534
13 H 1.4398 0.5891 1.3071
14 C 2.3743 -2.7277 -1.8618
15 O 2.7597 -1.4433 -1.3875
16 H 3.2730 -3.3284 -1.9594
17 H 1.6689 -3.2129 -1.1757
18 H 1.8234 -2.6148 -2.8029
19 H 1.9238 -0.9767 -1.1936
20 C -2.4294 -0.2586 1.9464
21 O -1.1508 -0.8209 1.8435
22 H -3.0222 -0.9221 2.5749
23 H -2.4314 0.7535 2.3808
24 H -2.9315 -0.1151 0.9802
25 H -0.6680 -0.3410 1.1393

## Properties
Gap between HOMO and LUMO, eV: 8.7
Charge: -1
HOMO energy, eV: -5.20
Energy above the lowest of the compared OMol25 structures with the same formula, charge and spin, eV: 0.2424

=====

No. 7
Formula: C2H8OS2
Source: the OMol25 dataset
Level of theory: ωB97M-V/def2-TZVPD

CARTESIAN COORDINATES (ANGSTROEM)
1 C 1.2446 -1.6450 0.1683
2 S -0.5576 -1.5071 0.2460
3 S -0.9767 0.2913 1.0971
4 C -0.9740 1.4479 -0.2876
5 H 1.6944 -1.0214 -0.5837
6 H 1.6576 -1.4757 1.1684
7 H 1.3405 -2.6892 -0.1065
8 H -0.9327 0.9278 -1.2546
9 H -1.8465 2.1159 -0.2595
10 H -0.0891 2.0566 -0.2390
11 H 2.5173 2.5270 -2.2854
12 H 2.4995 0.9973 -2.4051
13 O 2.0013 1.7440 -2.0349

## Properties
Gap between HOMO and LUMO, eV: 9.2
SMILES string: CSSC.O
HOMO energy, eV: -8.68
Energy above the lowest of the compared OMol25 structures with the same formula, charge and spin, eV: 0.2631

=====

No. 8
Formula: C38H49Cl2IN2O7
Source: the OMol25 dataset
Level of theory: ωB97M-V/def2-TZVPD

CARTESIAN COORDINATES (ANGSTROEM)
1 C -3.8147 5.9156 -5.1321
2 O -4.2854 5.0276 -4.0985
3 C -4.9410 3.8764 -4.6514
4 C -4.3637 2.5232 -4.0486
5 C -5.2943 1.8771 -2.9473
6 C -5.9169 0.4859 -3.3911
7 C -5.0013 -0.7483 -2.9628
8 C -5.7565 -1.8230 -2.0879
9 C -4.6670 -2.4797 -1.1260
10 C -5.3004 -3.2726 0.0774
11 C -4.2325 -3.9564 1.0420
12 C -2.7557 -3.4400 0.7943
13 C -1.7082 -4.0224 1.8082
14 C -0.2474 -3.5950 1.3840
15 C 0.1341 -3.2420 0.0305
16 C 1.4926 -2.8051 -0.3104
17 C 2.4613 -2.7384 0.7616
18 C 2.0826 -3.1098 2.1384
19 C 0.7457 -3.5463 2.4937
20 C 0.3830 -3.9284 3.9483
21 Cl 0.0976 -2.6951 5.2184
22 C 0.3173 -5.2592 4.2236
23 C 0.6233 -6.3071 3.0971
24 Cl -0.0976 -5.9058 5.8302
25 C 3.1858 -2.9785 3.2435
26 O 3.3261 -3.7995 4.1158
27 C 4.0741 -1.6998 3.1012
28 C 4.5050 -0.8785 4.2201
29 C 4.0614 -1.3115 5.6510
30 C 4.7510 -0.4258 6.7600
31 O 5.8727 -0.6862 7.0559
32 I 3.6953 1.2205 7.7260
33 C 5.2942 0.3079 3.9139
34 C 5.6620 0.7093 2.5489
35 C 6.4745 2.0311 2.3539
36 N 7.7096 2.0248 3.1761
37 C 5.2392 -0.1337 1.4093
38 C 5.5564 0.2042 -0.0754
39 C 4.2830 0.5422 -0.9421
40 O 3.4774 1.5337 -0.2487
41 C 3.3553 2.6178 -1.1352
42 O 2.4167 2.6283 -1.8796
43 C 4.4515 -1.3215 1.7264
44 C 3.9347 -2.2475 0.5699
45 O 4.6031 -2.5931 -0.3736
46 H -4.5506 5.9974 -5.9803
47 H -3.6056 6.9204 -4.6748
48 H -2.8310 5.5119 -5.5118
49 H -6.0428 3.9953 -4.4331
50 H -4.8477 3.8810 -5.7742
51 H -3.3269 2.7339 -3.6665
52 H -4.2239 1.8444 -4.9370
53 H -6.1100 2.6176 -2.7318
54 H -4.7086 1.7884 -1.9876
55 H -5.9842 0.5148 -4.5100
56 H -6.9597 0.3961 -2.9844
57 H -4.6003 -1.2063 -3.9032
58 H -4.1145 -0.2893 -2.4387
59 H -6.2142 -2.5798 -2.7739
60 H -6.5226 -1.2846 -1.4669
61 H -3.9882 -1.6462 -0.7977
62 H -4.1250 -3.2325 -1.7642
63 H -5.9490 -2.5989 0.7011
64 H -5.9173 -4.1121 -0.3502
65 H -4.2104 -5.0691 0.8469
66 H -4.5094 -3.8568 2.1299
67 H -2.8120 -2.3167 0.8358
68 H -2.4476 -3.7769 -0.2309
69 H -1.8803 -3.4979 2.7932
70 H -1.8014 -5.1198 1.9960
71 H -0.5961 -3.2751 -0.8094
72 H 1.8160 -2.5026 -1.3288
73 H 0.3443 -7.3438 3.4184
74 H 1.7098 -6.3304 2.8312
75 H 0.0575 -6.0827 2.1572
76 H 4.1717 -2.4048 5.8360
77 H 2.9555 -1.0836 5.7131
78 H 5.6124 0.9477 4.7692
79 H 5.7892 2.8594 2.7049
80 H 6.7076 2.2616 1.2867
81 H 7.7622 1.2102 3.7876
82 H 7.6616 2.8327 3.7970
83 H 6.0897 -0.6825 -0.5079
84 H 6.2551 1.0717 -0.1796
85 H 4.6711 0.9175 -1.9333
86 H 3.6404 -0.3398 -1.1765
87 H 4.1170 3.4419 -1.1269
88 C -1.0986 4.8436 -1.6804
89 C -1.1396 6.0711 -2.5540
90 O -2.0881 6.8395 -2.5494
91 N -0.0704 6.3047 -3.3650
92 C 1.1364 5.5127 -3.5078
93 H -2.0131 4.7888 -1.0938
94 H -1.0280 3.9451 -2.2965
95 H -0.2499 4.8964 -0.9956
96 H -0.1634 7.1411 -3.9214
97 H 1.9953 6.1389 -3.2568
98 H 1.2222 5.1933 -4.5485
99 H 1.1310 4.6374 -2.8643

## Properties
Gap between HOMO and LUMO, eV: 8.2
SMILES string: COCCCCCCCCCCCc1ccc2c(c1/C(Cl)=C(\C)Cl)C(=O)c1c(CC(=O)I)cc(CN)c(CCOC=O)c1C2=O.CNC(C)=O
HOMO energy, eV: -9.20